Record 1
This record from the OMol25 dataset describes 11 unconnected molecules or ions with the total composition C42H111N5O22. The level of theory is ωB97M-V/def2-TZVPD.

```
! RIJCOSX wB97M-V def2-TZVPD def2/J DEFGRID3
* xyz 0 1
C 2.63 -3.95 -0.38
O 3.45 -3.13 -1.15
C 4.81 -3.15 -0.75
C 5.00 -2.47 0.59
N 4.59 -1.06 0.48
C 4.78 -0.29 1.69
C 3.75 -0.63 2.79
O 2.48 -0.49 2.18
C 1.41 -0.68 3.09
H 2.37 -3.48 0.58
H 3.04 -4.93 -0.09
H 1.69 -4.14 -0.90
H 5.48 -2.66 -1.47
H 5.21 -4.16 -0.69
H 6.05 -2.48 0.89
H 4.39 -3.00 1.33
H 3.57 -1.11 0.42
H 4.77 0.79 1.49
H 5.74 -0.47 2.20
H 3.84 -0.04 3.70
H 3.96 -1.67 3.08
H 0.51 -0.71 2.48
H 1.36 0.12 3.83
H 1.46 -1.64 3.63
C -0.90 -5.23 1.83
O -2.12 -5.32 1.16
C -1.98 -5.35 -0.26
C -3.29 -5.75 -0.89
N -4.43 -4.89 -0.54
C -4.44 -3.66 -1.35
C -5.57 -2.80 -0.80
O -5.16 -2.28 0.45
C -6.16 -1.67 1.22
H -0.36 -4.29 1.67
H -0.25 -6.08 1.55
H -0.97 -5.42 2.90
H -1.25 -6.12 -0.51
H -1.65 -4.35 -0.55
H -3.54 -6.76 -0.53
H -3.13 -5.78 -1.97
H -4.16 -4.60 0.40
H -4.56 -3.92 -2.40
H -3.50 -3.09 -1.27
H -6.46 -3.43 -0.75
H -5.79 -1.94 -1.44
H -5.73 -1.23 2.12
H -6.87 -2.41 1.60
H -6.60 -0.82 0.68
C 3.01 3.46 2.58
O 2.72 2.81 3.81
C 3.47 3.42 4.86
C 2.74 3.22 6.18
N 2.73 1.80 6.61
C 4.01 1.37 7.14
C 4.01 -0.12 7.45
O 3.51 -0.78 6.30
C 3.50 -2.19 6.40
H 2.36 4.33 2.44
H 2.68 2.82 1.75
H 4.07 3.65 2.42
H 3.65 4.49 4.69
H 4.48 3.02 4.77
H 1.67 3.43 6.08
H 3.09 3.86 6.99
H 2.57 1.28 5.75
H 4.31 2.00 7.98
H 4.81 1.52 6.40
H 3.44 -0.33 8.36
H 5.06 -0.40 7.60
H 3.03 -2.50 5.46
H 2.90 -2.50 7.25
H 4.47 -2.70 6.39
C -4.10 3.31 -0.75
O -4.66 2.05 -1.02
C -4.39 1.53 -2.27
C -4.89 0.11 -2.42
N -4.61 -0.55 -3.68
C -5.18 0.09 -4.88
C -5.18 -0.81 -6.12
O -3.83 -0.99 -6.50
C -3.76 -1.64 -7.77
H -4.16 3.51 0.32
H -4.65 4.07 -1.31
H -3.07 3.42 -1.10
H -3.34 1.65 -2.59
H -4.88 2.04 -3.13
H -5.97 0.08 -2.25
H -4.46 -0.53 -1.64
H -3.61 -0.69 -3.81
H -4.57 0.98 -5.07
H -6.21 0.35 -4.63
H -5.79 -0.26 -6.85
H -5.69 -1.76 -5.92
H -4.41 -2.48 -7.95
H -2.73 -2.02 -7.86
H -3.77 -0.91 -8.59
C -2.34 -1.37 2.18
O -1.70 -0.25 1.59
C -2.13 -0.13 0.23
C -1.63 1.17 -0.37
N -0.25 1.53 -0.22
C 0.61 0.43 -0.63
C 2.06 0.88 -0.76
O 2.19 1.95 -1.67
C 3.57 2.25 -1.87
H -1.97 -2.30 1.72
H -3.41 -1.44 1.96
H -2.19 -1.39 3.26
H -3.23 -0.14 0.21
H -1.79 -1.02 -0.32
H -2.22 1.98 0.08
H -2.08 1.23 -1.37
H -0.07 1.91 0.70
H 0.25 0.13 -1.62
H 0.59 -0.43 0.04
H 2.68 0.04 -1.10
H 2.40 1.12 0.26
H 4.04 2.51 -0.92
H 3.62 3.01 -2.66
H 4.09 1.44 -2.38
C -2.40 0.12 6.10
C -3.84 -0.36 5.95
O -4.20 -1.22 7.04
O -1.50 -0.96 6.04
H -2.44 0.61 7.09
H -2.12 0.89 5.38
H -3.88 -1.03 5.09
H -4.50 0.48 5.80
H -3.74 -2.05 6.89
H -0.62 -0.69 6.32
C -1.11 -1.98 -4.86
C -1.69 -2.79 -3.72
O -1.03 -4.04 -3.60
O -1.74 -0.72 -4.95
H -1.18 -2.52 -5.81
H -0.04 -1.82 -4.70
H -2.75 -2.98 -3.93
H -1.63 -2.26 -2.78
H -1.12 -4.61 -4.36
H -2.51 -0.73 -5.58
C -0.77 3.03 3.53
C -2.18 3.13 2.91
O -2.77 1.86 2.86
O 0.04 2.26 2.65
H -0.84 2.54 4.50
H -0.29 4.01 3.65
H -2.06 3.60 1.93
H -2.82 3.72 3.57
H -2.18 1.22 2.40
H 0.92 2.14 3.01
C 6.46 1.30 -4.92
C 7.30 2.32 -4.18
O 6.69 3.61 -4.36
O 6.91 1.03 -6.26
H 5.40 1.51 -5.04
H 6.48 0.32 -4.43
H 8.35 2.30 -4.45
H 7.21 2.13 -3.10
H 6.98 4.20 -3.67
H 6.28 1.42 -6.86
C -0.63 4.77 -1.73
C 0.87 5.08 -1.55
O 1.46 4.39 -0.48
O -0.79 3.43 -2.16
H -1.05 5.46 -2.46
H -1.06 4.93 -0.73
H 1.06 6.15 -1.46
H 1.38 4.76 -2.47
H 1.65 3.49 -0.80
H -0.41 2.86 -1.46
C 1.81 2.80 -5.15
C 1.21 1.53 -4.57
O 0.32 1.05 -5.58
O 2.53 2.52 -6.35
H 2.45 3.36 -4.46
H 0.97 3.46 -5.38
H 0.64 1.75 -3.68
H 2.00 0.82 -4.30
H -0.39 0.55 -5.14
H 2.00 1.85 -6.79
*
```

Computed properties:
**Structure (SMILES)**: COCCNCCOC.COCCNCCOC.COCCNCCOC.COCCNCCOC.COCCNCCOC.OCCO.OCCO.OCCO.OCCO.OCCO.OCCO
**Gap between HOMO and LUMO**: 0.339 Eh
**M**: 1038.36 g/mol
**HOMO level**: -8.79 eV
**ΔE to the lowest compared entry with this formula, charge and spin**: 3.9 kcal per mole

---

Record 2
This record from the OMol25 dataset describes a single C6H8OS molecule. The level of theory is ωB97M-V/def2-TZVPD.

```
! RIJCOSX wB97M-V def2-TZVPD def2/J DEFGRID3
* xyz 0 1
C -1.20 -1.26 0.70
C 0.37 -1.55 0.21
C -0.07 1.13 -0.54
C -1.91 -0.21 0.13
C 2.38 0.91 0.89
C -1.22 0.42 -1.06
O -2.94 0.31 0.45
S 1.23 0.12 -0.15
H -1.83 -2.16 0.96
H 1.07 -2.05 0.81
H 0.12 2.16 -0.77
H 1.92 1.50 1.57
H 3.06 0.25 1.25
H -1.88 1.22 -1.44
H -1.11 -0.43 -1.84
H 2.01 -0.35 -1.19
*
```

Computed properties:
**Structure (SMILES)**: C=[S@@H]1=CCC(=O)C=C1
**Gap between HOMO and LUMO (spin up / spin down)**: 0.217 / 0.222 Eh
**M**: 128.20 g/mol
**HOMO level (spin up / spin down)**: -7.78 / -7.79 eV
**ΔE to the lowest compared entry with this formula, charge and spin**: 214.5 kcal per mole

---

Record 3
This record from the OMol25 dataset describes a molecular structure, CHCaHgO. The level of theory is ωB97M-V/def2-TZVPD.

```
! RIJCOSX wB97M-V def2-TZVPD def2/J DEFGRID3
* xyz 0 2
H -1.19 -1.33 -1.29
O 0.60 0.20 0.76
C -0.55 0.44 0.13
Ca 1.04 -1.33 -1.27
Hg 0.09 2.01 1.67
*
```

Computed properties:
**Gap between HOMO and LUMO (spin up / spin down)**: 0.157 / 0.176 Eh
**M**: 269.69 g/mol
**HOMO level (spin up / spin down)**: -5.82 / -6.72 eV
**Expectation value of S²**: 0.776

---

Q: The lowest M belongs to which entry?
A: C6H8OS